Entry from OMol25: 11 unconnected molecules or ions with the total composition C81H185N11O17 in a non-equilibrium geometry (ωB97M-V/def2-TZVPD).

Output
* LUMO energy: 0.02140 hartree
* SMILES string: CC1(C)CCCC(C)(C)N1O.CC1(C)CCCC(C)(C)N1O.CC1(C)CCCC(C)(C)N1O.CC1(C)CCCC(C)(C)N1O.CC1(C)CCCC(C)(C)N1O.COCCNCCOC.COCCNCCOC.COCCNCCOC.COCCNCCOC.COCCNCCOC.COCCNCCOC
* orbital gap: 0.3103 Ha
* strongest force on any atom: 3.50 eV/Å
* multiplicity: 1
* ΔE to the lowest compared entry with this formula, charge and spin: 92.0 kcal per mole

Cartesian coordinates (Å):
C 5.2108 -7.1364 -1.5170
C 3.0343 2.6759 -5.5132
H -1.1132 -0.6092 3.1836
H 2.8388 0.6213 -2.6786
C -0.0497 -1.9826 -7.2461
H -3.2892 6.3491 0.4422
H -0.6382 3.1439 -5.4274
C -6.2864 1.7707 -0.5347
H -4.1954 -6.9150 0.2797
O 8.4665 -1.2133 -1.4647
H 8.9624 -1.3800 1.4042
N 7.8095 -0.2329 -0.6622
C -2.7223 -0.4802 7.0991
O 6.3247 -0.9777 -6.3139
H 4.2451 -2.0885 -5.9277
H -3.5478 -6.4601 2.8068
O -7.6051 -2.1707 -3.7019
C -4.6890 2.8106 4.6832
C -6.2065 -2.2219 -3.5698
H -1.7628 0.6315 0.7528
O 3.5433 -4.0374 -0.2769
C 8.7410 0.4599 0.2337
H 5.9605 -3.7852 -1.0758
H -2.3088 -3.7951 0.0328
H -15.6651 -0.7155 -1.5779
H -4.0127 1.7286 -3.1292
C 6.3346 -1.8815 -7.4197
H 8.4496 1.4097 2.1763
C -4.8088 -1.1061 -0.0938
H 1.2317 -0.4146 1.6006
C 4.3419 3.3499 -5.9831
C 3.1544 4.6554 2.7288
H -6.2421 -6.9745 1.6818
H -0.2743 -0.9837 -3.2336
H 10.3866 0.9755 -1.1810
H 1.0748 1.7699 2.4008
C -5.0510 2.6531 -0.7973
H 2.5972 5.4623 -5.2770
H 2.3688 -8.2791 0.0302
H 6.2168 2.3151 1.6860
H 5.9329 -7.5426 -0.8071
H -5.7047 -5.4349 2.3893
H 4.0709 4.1304 -6.6994
C -15.1399 -0.4069 -2.4932
H -0.4324 0.8943 3.6709
H -13.0028 -1.7446 -1.9191
N 2.1407 3.6918 -4.8421
H 7.0319 2.7813 0.2686
H -4.2270 4.8940 0.6765
H -2.3913 3.3095 -0.0382
H 5.3617 -1.9437 -9.3304
H 1.5879 2.7280 -7.2115
H -4.6487 0.3589 -2.2742
O 1.2246 -1.4302 -6.9356
C 1.6086 2.2610 -2.9661
C -4.4351 5.2269 4.8962
O -1.5564 -2.4880 -3.7421
H 4.2048 -9.0602 -1.5892
H 0.9112 -0.1685 -1.3765
N 3.8918 -2.1581 -7.9895
N 3.6713 -5.3833 -0.5894
O 1.9147 4.8543 -5.5798
H 6.6033 5.4832 5.5828
C -3.6908 3.9787 4.4307
H 1.8983 0.3870 -4.1230
H 6.1783 -2.8810 -6.9837
H -3.3232 -0.5797 2.2496
C -3.8449 6.5744 4.4768
C 2.3762 1.1604 -3.5114
H -4.8152 6.5451 2.6373
O 3.8613 9.1022 6.7852
H 5.4635 9.6472 5.4354
H -2.5266 -2.0104 -5.5180
H 2.1923 -1.2289 -0.7479
C 1.7976 -6.0425 0.7515
C 7.8653 1.0477 1.3282
C 1.0347 3.2734 -3.9477
H 10.3870 -0.9630 0.3100
H 5.1886 -6.5562 1.5005
H 2.1228 2.7704 -2.1460
H 5.9621 1.9042 -2.7748
H -2.1814 4.3662 6.0004
H -0.9429 4.6623 2.1485
N -4.3964 -7.0103 2.7971
H -1.5907 -1.1532 -2.1301
H 3.8688 -6.8246 2.5680
H 2.0772 4.6823 2.8999
C 3.4359 10.4261 7.1949
H 1.9557 1.0578 -6.5209
H -2.6057 4.7150 0.2368
C 5.7407 -0.7770 -1.7311
H -1.4385 3.3588 4.7318
C 5.7708 7.7130 6.4843
H -5.6237 -1.3884 -3.1544
H 1.4850 -0.5920 3.6514
H -3.2308 7.3808 2.6082
H 7.3636 0.2180 1.8432
H -5.6080 -8.1134 4.1674
H -0.8878 2.2641 -3.8753
H -5.4979 -5.6892 -0.0215
H -5.5095 5.2286 4.7156
H -0.7562 -7.2768 5.6195
C 5.2194 9.1422 6.3766
H 7.5662 -2.1478 -5.0274
C -9.7194 -1.6609 -2.7979
H -3.9307 -1.3479 -0.7028
C -8.2288 -1.3992 -2.6989
H 5.3286 7.2405 7.3655
C 3.4617 1.6827 -4.4202
H -2.8889 0.5756 -2.2974
H 2.0187 -2.1685 -5.1441
H 9.4551 2.4169 -0.7351
H -3.4471 -1.5527 -4.0987
H -0.0429 -2.6078 -8.1426
N -3.5360 1.0135 0.2696
H -10.1627 -1.1654 -3.6633
C -2.4288 -1.6869 -4.4828
H 5.5074 3.8448 4.3486
H 7.3839 -0.3967 -4.7054
O 0.3839 1.1639 0.5847
C -5.8976 1.0461 0.7550
C 7.4543 -1.1604 -5.4790
C -0.1676 2.5477 -4.6491
N -1.4246 0.1008 5.2424
C 3.9546 -8.0002 -1.5538
H 4.9197 -0.4385 -2.3701
N -3.4450 4.0771 3.0007
H 0.0255 -2.3229 2.4049
H -4.1688 -8.3475 5.9380
H 0.0224 3.0052 1.6694
C -11.5017 -0.1615 -1.8764
H -2.8463 3.6425 -1.7650
H -5.0833 0.0383 8.1545
H 3.8640 -8.3655 0.6203
H 4.4994 7.4753 4.9024
O 3.7423 4.7883 3.9959
H -5.9910 -3.0454 -2.8821
H -1.0814 -3.0334 3.6043
H -2.8766 6.8901 4.8659
C 4.1612 -6.2449 1.6897
H 4.2878 2.0737 -3.8268
H 7.2882 2.3641 -1.9667
H 2.8588 10.1984 8.0932
C 5.7165 1.1116 -0.1100
H -0.6224 -3.3976 -1.5627
C -3.7700 6.4921 2.9488
H -11.1320 0.6362 -2.5241
C -3.7526 -7.8796 5.0422
H 1.0249 -6.1657 -0.0055
H 10.1040 -0.1573 1.8276
C 0.7249 2.1960 1.4560
H -3.5638 2.5094 1.8400
H 10.5506 1.5927 0.3594
N 0.1541 -1.8635 -0.5364
H -7.8538 -1.6930 -1.7124
C 0.6981 -0.7801 4.3924
C -4.6216 0.1796 0.7454
H -2.3502 0.4454 7.5616
H 2.0699 -3.3340 -6.4645
C -3.7082 1.8976 -0.8965
C 6.6201 0.4473 -1.2151
C 6.6908 1.8852 0.7976
C 5.1503 4.8433 4.0758
H -1.3288 5.4559 3.7195
C 3.4915 -1.7532 -6.6373
H 4.9317 1.7079 -0.5690
C -4.6896 -6.0086 0.6415
O -3.6554 -5.0675 0.9236
C -3.8495 1.0955 -2.2579
H 4.9512 -0.4676 -8.5205
H -12.6350 -1.1250 -3.4602
H 1.4648 -6.5459 1.6632
C -4.3457 -0.1994 2.2332
C -1.6866 -1.0126 6.1098
H -5.6262 -2.2951 -4.4912
H -5.3630 2.7609 3.8254
C 2.0974 -2.2618 -6.2363
H -5.0839 -0.8461 2.7010
C -1.7201 -7.2914 6.1310
H -1.1415 6.4310 2.2159
H 2.7665 -3.7436 -0.7688
H -0.7223 -1.3592 -0.4508
H -15.7991 0.3378 -2.9406
H -2.2731 0.4988 4.8530
C 4.4393 -5.1016 -2.8791
C -2.9784 5.2956 2.3854
H 4.1482 -4.0530 -2.8031
H 2.8087 10.9247 6.4574
H 7.2913 -2.1249 -7.8944
H 3.2612 -7.7206 -2.3433
H 7.5364 1.1026 -3.0970
H -8.1205 -0.3144 -2.8119
H -1.6269 -6.7290 7.0673
C -5.3618 -6.3827 1.9414
H 8.3789 -0.8812 -5.9949
H -11.8164 0.3892 -0.9873
H 3.6427 -5.7091 -3.3142
H 0.1490 1.5625 -4.9951
H -4.9517 -1.9646 0.5586
C 1.1883 -0.8463 -0.5537
O -13.8715 0.0747 -2.1748
H 5.2367 -5.1015 -3.6260
N 5.4060 7.1264 5.1768
H -3.9384 -3.9066 -0.8108
H 3.0632 2.0112 -7.5121
H -6.7424 0.4244 1.0679
C 4.8119 -5.6490 -1.4885
O -2.3607 0.2169 0.1146
H 3.3468 -0.6660 -6.6549
H -5.2155 3.1003 5.5910
H 4.1132 -5.1896 1.9721
N -10.4675 -1.1507 -1.6601
H 0.4277 -3.8175 3.1766
C -0.6281 -0.1200 4.0333
H 1.7558 -4.9870 1.0469
C -5.1164 0.0150 7.0649
H 0.1468 5.2694 -3.6971
H -0.9294 -1.4537 6.7625
H -4.3565 5.2790 5.9905
H 6.4052 -5.1332 -0.0532
C -0.0325 -2.8461 3.3626
H -9.9349 -2.7277 -2.9110
H 6.3760 -1.4306 -2.3262
H 4.9227 5.3106 6.1174
H -5.8864 1.8958 1.4463
H -4.9611 3.4078 -0.0095
H 5.8580 9.7752 7.0149
H -0.7693 -1.1707 -7.1872
C 2.3040 2.0685 -6.7230
H 3.8102 0.7353 -4.8483
C 0.6064 4.4777 -3.1018
H 5.2209 -1.3288 -0.9464
H -15.1180 -1.3237 -3.0901
H -2.0940 -0.6414 -4.5065
H 1.0528 -0.4563 5.3700
C -0.8971 -1.7444 -2.7359
C 3.2536 -6.3364 0.4371
H -0.1556 4.2308 -2.3607
C -3.2446 5.3448 0.8597
H -7.1415 2.4382 -0.4284
H 3.4917 5.4958 2.1146
O -3.9119 -0.2910 6.3853
H 0.9638 -2.9274 -2.2684
H -2.4913 2.8218 5.9474
H 3.1191 -1.8705 -8.5782
H -6.5419 1.0626 -1.3259
H -1.8789 -8.2911 6.5586
C 3.3314 -7.7876 -0.1435
H -4.2971 0.7104 2.8369
H -1.6573 2.3958 -1.4099
H -10.4010 -1.6254 -0.7803
C -1.4678 5.4806 2.6404
H -2.7817 -5.1514 -0.9364
C 9.5977 -0.6080 0.9706
O -2.9176 2.9126 2.4346
H -5.2391 3.2171 -1.7145
C -2.5526 2.8907 -1.0327
H 4.2689 11.0524 7.5073
H 2.3030 0.5501 0.5266
C -4.8215 -7.3537 4.1326
H -2.2151 -1.9376 5.8266
H 0.7291 1.8277 -2.4690
O -2.7735 -6.9133 5.3095
H -5.4544 -0.9974 -0.9678
H -2.8838 -1.1613 7.9463
C 5.5664 5.6693 5.3035
H -5.2839 -6.4655 4.5959
H 3.2794 3.7435 2.1328
O 0.6416 -2.2085 4.4349
H -5.7588 -0.7518 6.6275
H -0.3693 -2.7343 -6.5134
C 1.3130 0.0934 0.6374
H -3.2884 -8.6533 4.4085
C 9.7765 1.4320 -0.3982
H 5.7766 -7.2481 -2.4496
H 6.8568 7.7561 6.5919
C 5.1997 -1.5159 -8.3370
H 5.0830 2.6948 -6.4335
H -4.6094 7.2862 4.7940
C -2.3773 3.6282 5.2093
H -4.1852 1.8476 4.7370
H 4.7509 3.8936 -5.1274
C 0.0297 -2.5644 -1.8491
H 5.2865 0.3488 0.5423
H 8.0441 -1.9780 -1.0570
H 1.5368 2.8590 1.1196
C 6.0759 -4.8700 -1.0625
H 6.9521 -5.0977 -1.6752
C -3.1695 -4.4119 -0.2191
H 1.4843 4.8949 -2.6084
H -5.5198 0.9809 6.7516
H 5.6408 5.2484 3.1881
C 6.8358 1.4292 -2.3279
C -12.7754 -0.7977 -2.4226